Entry 1:
Below is a single C8H9N molecule in a non-equilibrium geometry, with properties calculated with the ωB97M-V functional and the def2-TZVPD basis.

```
18
Properties=species:S:1:pos:R:3:forces:R:3:nbo_charge:R:1
C 1.3168 -1.3557 -0.1190 -0.5 -0.2 -0.7 0.098
C 2.4604 -0.7210 -0.3725 -1.0 -0.4 3.0 -0.264
C 2.4098 0.5707 0.3874 2.3 1.3 0.1 -0.273
N 1.2225 1.2766 -0.0252 -1.1 1.5 -0.2 -0.418
C 0.1588 0.6543 -0.2198 -0.3 -2.6 1.0 0.312
C -1.2430 1.1518 -0.2391 -0.3 -0.8 0.5 -0.480
C -2.2654 -0.0225 -0.0588 -1.2 -1.0 -1.7 -0.398
C -1.4010 -1.3132 0.2518 1.1 0.1 -2.4 -0.423
C 0.0945 -0.8864 0.0677 -0.9 0.4 -2.1 -0.196
H 3.2546 -0.9021 -1.0317 0.5 -0.4 -1.1 0.225
H 2.3639 0.6831 1.5397 0.5 -0.7 -1.8 0.235
H 3.2943 1.1576 -0.0425 -1.0 -0.5 1.1 0.218
H -1.3101 1.8037 0.5822 -0.3 1.1 1.2 0.231
H -1.2741 1.7664 -1.0883 -1.0 0.7 -1.4 0.241
H -2.8393 -0.2541 -1.0790 1.3 0.7 2.1 0.209
H -3.1363 0.1093 0.7096 1.9 0.1 -1.2 0.226
H -1.7170 -2.1581 -0.5337 1.0 1.6 2.3 0.235
H -1.3895 -1.5606 1.2712 -1.1 -1.0 1.3 0.221
```
Positions in Å, forces in eV/Å.

HOMO (spin up / spin down) = -8.0241 / -8.0241 eV
HOMO-LUMO gap (spin up / spin down) = 7.9 / 7.9 eV
Total charge = 0

=====

Entry 2:
Below is a gas-phase ion, C8H9N2O (charge +1) in a non-equilibrium geometry, with properties calculated with the ωB97M-V functional and the def2-TZVPD basis.

```
20
Properties=species:S:1:pos:R:3:forces:R:3:nbo_charge:R:1
C -2.2677 1.1459 -0.4865 -0.1 1.2 -0.2 -0.106
C -1.4577 1.6392 -1.5870 -0.5 -2.2 2.8 -0.189
C -1.6915 0.4130 0.5130 1.6 -0.7 0.3 -0.208
C -0.1585 1.2651 -1.7034 2.3 -0.4 -0.4 -0.120
C -0.3544 0.0369 0.3830 0.4 -0.8 0.9 0.003
C 0.4295 0.4365 -0.6749 1.0 1.4 -2.1 -0.190
C 0.2172 -1.0503 1.2225 1.1 -2.0 2.0 0.436
C 1.8301 0.0477 -0.7537 -1.1 -0.9 -4.0 0.544
N 1.0907 -1.8197 0.6932 0.0 0.6 -2.3 -0.697
N -0.2057 -1.2828 2.5171 -1.0 1.5 -1.2 -0.806
O 2.4902 -0.1327 -1.9112 -2.3 0.4 1.5 -0.574
H -3.3265 1.3863 -0.2818 0.6 0.2 -0.9 0.252
H -1.8330 2.2057 -2.3421 -1.5 1.6 -1.8 0.237
H -2.1063 0.0032 1.4239 -1.0 0.3 -0.3 0.249
H 0.4944 1.6242 -2.5845 -1.2 -0.6 1.6 0.254
H 2.4694 -0.1080 0.0066 1.4 -0.2 3.2 0.197
H 1.4741 -2.6223 1.1714 -0.1 0.2 0.6 0.384
H -0.3800 -0.4735 3.0464 -0.6 1.0 0.7 0.392
H -0.0055 -2.0592 3.0971 0.6 -0.9 -0.2 0.416
H 3.2910 -0.6552 -1.7491 0.3 0.4 0.0 0.526
```
Positions in Å, forces in eV/Å.

HOMO = -13.3534 eV
HOMO-LUMO gap = 8.0 eV
Total charge = +1

=====

Entry 3:
Below is 2 unconnected molecules or ions with the total composition C8H9N2P in a non-equilibrium geometry, with properties calculated with the ωB97M-V functional and the def2-TZVPD basis.

```
20
Properties=species:S:1:pos:R:3:forces:R:3:lowdin_spin:R:1
C -2.6008 -1.4759 0.1532 0.6 -0.4 -0.1 -0.013
C -3.3946 -0.3215 0.3108 -0.1 0.5 0.0 0.006
C -1.2502 -1.3927 -0.0582 -0.4 -0.5 0.0 0.013
C -2.8595 0.9354 0.2543 -0.5 -0.1 0.1 -0.002
C -0.6698 -0.1205 -0.1199 0.2 0.4 0.0 0.093
C -1.4800 1.0603 0.0355 1.3 -0.4 -0.2 0.034
C 0.6123 0.3976 -0.3082 -0.8 0.2 0.1 0.757
C 3.5733 -0.9192 -0.6274 0.1 -0.3 -0.3 0.671
N -0.7315 2.1703 -0.0594 -0.4 0.5 0.1 0.004
N 0.5132 1.7206 -0.2679 0.4 0.0 0.0 0.067
P 4.3121 0.1811 0.4921 0.5 0.1 0.2 0.235
H -3.0752 -2.4447 0.2017 0.0 -0.1 0.0 -0.001
H -4.4533 -0.4515 0.4789 -0.1 0.1 0.0 0.001
H -0.6423 -2.2772 -0.1831 0.0 -0.1 0.0 0.002
H -3.4593 1.8238 0.3764 -0.1 0.1 0.0 0.002
H 3.6425 -0.7166 -1.6826 -0.1 0.0 -0.2 0.032
H 3.4245 -1.9458 -0.3429 -0.1 -0.2 0.1 0.033
H 1.2603 2.3905 -0.3669 -0.1 -0.1 0.0 0.009
H 3.5248 -0.0095 1.6278 -0.3 0.0 0.3 0.028
H 3.7535 1.3955 0.0857 -0.2 0.4 -0.1 0.030
```
Positions in Å, forces in eV/Å.

HOMO (spin up / spin down) = -7.8978 / -8.0139 eV
Multiplicity = 3
HOMO-LUMO gap (spin up / spin down) = 8.6 / 6.2 eV
Total charge = 0
<S²> = 2.02

=====

Entry 4:
Below is a gas-phase ion, C8H9N6O (charge +1) in a non-equilibrium geometry, with properties calculated with the ωB97M-V functional and the def2-TZVPD basis.

```
24
Properties=species:S:1:pos:R:3:forces:R:3:nbo_charge:R:1
C -2.1507 0.3391 -0.1720 -1.4 0.9 -0.2 0.143
C -2.4819 -1.0475 -0.0535 0.0 2.2 1.0 0.333
C 1.0595 -1.4142 -0.3777 0.5 1.8 0.0 -0.341
C -0.6855 0.4052 -0.3843 0.1 2.2 0.5 -0.346
C -0.1745 -0.9512 -0.1974 -1.2 -0.4 -1.2 0.218
C 0.1239 1.4892 -0.5147 2.2 -1.3 1.2 0.582
C 2.1757 -0.5245 -0.8583 0.7 0.7 -0.4 -0.503
C 2.2309 0.7293 0.0108 -2.4 1.4 -1.6 -0.034
N -3.0837 1.3085 0.0454 4.1 -1.6 -0.9 -0.196
N -3.6981 -1.3919 0.3198 0.7 0.2 -0.7 -0.223
N -4.2665 0.8658 0.3299 -1.6 0.7 0.1 -0.031
N -4.5627 -0.3633 0.4258 -0.8 -1.8 0.5 0.006
N -1.3263 -1.7609 -0.1419 0.0 -3.0 0.7 -0.565
N 2.4120 0.4250 1.4810 -2.9 -1.9 -1.2 -0.722
O 0.0971 2.7646 -0.7907 0.9 -0.8 0.5 -0.655
H 1.2019 -2.4245 -0.3341 0.5 -2.5 0.0 0.230
H 3.2083 -1.0475 -0.9952 -1.8 0.8 0.4 0.250
H 1.8729 -0.0835 -1.8597 0.6 -0.7 0.8 0.267
H 2.9225 1.5320 -0.3008 -0.5 -0.4 0.3 0.239
H -1.3192 -2.8205 -0.0300 0.1 2.2 -0.2 0.444
H 2.4618 1.2158 2.0920 0.8 0.5 0.5 0.458
H 3.0949 -0.3125 1.4957 1.6 0.2 0.7 0.446
H 1.6031 -0.1728 1.8281 0.3 1.0 -0.7 0.455
H -0.7154 3.2401 -1.0182 -0.6 -0.6 0.0 0.546
```
Positions in Å, forces in eV/Å.

HOMO = -11.8777 eV
HOMO-LUMO gap = 7.6 eV
Total charge = +1

=====

Entry 5:
Below is a single C8H9NO3 molecule in a non-equilibrium geometry, with properties calculated with the ωB97M-V functional and the def2-TZVPD basis.

```
21
Properties=species:S:1:pos:R:3:forces:R:3:nbo_charge:R:1
C -2.9158 0.4921 0.8784 1.2 -1.2 -0.8 -0.344
C -2.4735 -0.5754 0.0108 -0.1 -1.0 0.9 -0.274
C -1.7215 0.9443 1.3766 -4.6 4.2 1.9 0.149
C -1.0697 -0.6628 0.1267 -1.1 0.2 -0.5 0.157
C 1.9447 -0.7384 0.2671 -1.1 1.4 -1.7 0.489
C -0.2249 -1.6244 -0.4555 0.1 1.6 1.3 -0.060
C 1.7164 0.5974 -0.1726 0.8 2.0 0.5 0.330
C 0.9689 1.1461 -1.3444 2.0 -0.9 -0.8 -0.686
N 1.1274 -1.6695 -0.3501 2.2 -3.3 -0.7 -0.581
O 2.8820 -1.0454 0.9641 1.5 -0.6 1.4 -0.627
O -0.6739 0.4360 0.9195 3.6 -4.2 -2.3 -0.411
O 2.4418 1.5966 0.4280 0.3 -1.6 1.1 -0.656
H -3.9409 0.8225 1.0037 0.5 0.0 0.3 0.239
H -3.0865 -1.4267 -0.3484 0.5 1.0 -0.1 0.225
H -1.5049 1.8361 1.9391 -0.4 0.1 0.4 0.192
H -0.7041 -2.4783 -0.8065 -0.6 -1.1 -0.9 0.215
H 1.1938 2.2092 -1.4174 -0.6 0.0 0.2 0.246
H -0.0421 0.8335 -1.3919 -1.0 0.3 0.0 0.238
H 1.4462 0.7105 -2.2545 -0.3 0.1 0.4 0.229
H 1.6908 -2.5987 -0.5780 -2.0 2.5 0.9 0.422
H 2.9458 1.1954 1.2053 -0.7 0.4 -1.4 0.508
```
Positions in Å, forces in eV/Å.

HOMO (spin up / spin down) = -6.3294 / -7.4922 eV
HOMO-LUMO gap (spin up / spin down) = 6.2 / 7.6 eV
Total charge = 0

=====

Entry 6:
Below is a molecular structure, C8H9NO3P in a non-equilibrium geometry, with properties calculated with the ωB97M-V functional and the def2-TZVPD basis.

```
22
Properties=species:S:1:pos:R:3:forces:R:3:nbo_charge:R:1
C 3.6944 0.0195 -0.1587 -1.0 0.0 0.1 -0.247
C 2.8290 1.0517 0.0743 0.1 2.0 1.7 -0.230
C 3.2669 -1.2600 -0.2565 -2.5 -1.3 -0.4 -0.228
C 1.4718 0.7946 0.2552 -0.3 3.9 0.2 -0.187
C 1.8600 -1.5268 -0.1888 1.6 1.9 -0.9 -0.187
C 0.9893 -0.4186 -0.0525 -1.5 -4.0 1.4 -0.376
C -2.7868 0.2908 -0.2484 -2.1 2.8 0.8 0.486
C -3.2142 1.1439 0.7319 4.0 -1.5 -2.9 -0.585
N -3.6980 -0.3853 -1.0862 -1.8 1.8 1.6 -0.831
O -1.1286 -2.2855 -0.2199 0.5 0.8 0.3 -1.178
O -1.4753 0.1936 -0.6083 -1.0 0.0 0.5 -0.786
O -1.0509 -0.6996 1.8310 0.4 0.3 -0.5 -1.137
P -0.7745 -0.9490 0.3887 1.0 -1.0 -0.5 2.317
H 4.7213 -0.0207 -0.1945 2.4 1.5 -0.1 0.195
H 3.2242 2.0435 0.4079 -0.3 -0.8 -0.7 0.196
H 4.1221 -1.8903 -0.4446 -0.6 -1.2 0.1 0.195
H 0.7555 1.6542 0.6164 1.5 -1.8 -0.9 0.223
H 1.3742 -2.4518 -0.3504 0.0 -1.1 0.0 0.238
H -4.1389 1.1337 1.1064 -3.5 0.0 1.1 0.175
H -2.4569 1.7320 1.1716 0.6 0.5 0.7 0.202
H -4.6421 -0.5043 -0.6023 2.0 0.1 -1.0 0.361
H -3.2684 -1.2238 -1.2632 0.8 -3.0 -0.9 0.384
```
Positions in Å, forces in eV/Å.

HOMO = -4.4483 eV
HOMO-LUMO gap = 7.9 eV
Total charge = -1

=====

Values of energy above the lowest of the compared OMol25 structures with the same formula, charge and spin, in order: 4.421 1.496 1.923 4.977 3.969 0.621, all in eV.